1.
This record from OMol25 describes a structure of composition C67H85AlIN14O2 in a non-equilibrium geometry. The level of theory is the ωB97M-V functional and the def2-TZVPD basis.

Output
* maximum force: 1.02 eV/A
* highest occupied orbital energy: -5.919 eV
* Kohn-Sham gap: 7.69 eV
* lowest unoccupied orbital energy: 1.8 eV
* calculated total energy: -4061.33948 a.u.

ORCA input file:
```
! RIJCOSX wB97M-V def2-TZVPD def2/J DEFGRID3
* xyz -1 1
C 2.0610 -5.1952 -2.7606
C 1.8943 -3.6753 -2.5727
C 1.2735 -3.0121 -3.8043
C 2.3439 -2.5735 -4.8158
Al 0.0808 -1.5033 -3.2869
I 1.3863 -0.0322 -1.5401
O -0.3820 -0.4900 -4.7338
C -1.3927 -0.7557 -5.5153
O -1.5289 -0.2786 -6.6337
C -2.4113 -1.7421 -5.0442
C -2.1246 -3.0781 -5.2529
C -3.0102 -4.0711 -4.8491
C -4.2055 -3.7157 -4.2395
C -4.4826 -2.3827 -4.0417
C -3.6033 -1.3822 -4.4281
H 2.7960 -5.6094 -2.0698
H 1.1014 -5.6932 -2.6304
H 2.4172 -5.3747 -3.7774
H 2.8741 -3.2442 -2.3603
H 1.2652 -3.5247 -1.6900
H 0.6212 -3.7439 -4.2951
H 1.9044 -2.4454 -5.8065
H 2.8185 -1.6346 -4.5281
H 3.1279 -3.3348 -4.9237
H -1.1804 -2.0667 -2.4861
H -1.1929 -3.3607 -5.7231
H -2.7606 -5.1088 -5.0166
H -4.8985 -4.4841 -3.9309
H -5.4191 -2.1071 -3.5710
H -3.8362 -0.3378 -4.2569
N 6.4558 -7.1573 -2.5282
C 6.9658 -7.4803 -3.7586
C 6.6948 -6.4393 -4.6042
C 5.9959 -5.4505 -3.8568
C 5.8640 -5.9217 -2.5803
H 6.5166 -7.7386 -1.7135
H 7.4692 -8.4175 -3.9231
H 6.9599 -6.3936 -5.6472
H 5.6262 -4.5053 -4.2175
H 5.3990 -5.4894 -1.7107
N -3.6015 -1.3136 -0.8738
C -2.7634 -1.9720 -0.0235
C -3.0078 -1.5328 1.2506
C -4.0612 -0.5803 1.1714
C -4.4014 -0.4682 -0.1496
H -3.6386 -1.4179 -1.8745
H -2.0496 -2.6772 -0.4117
H -2.4824 -1.8481 2.1361
H -4.5092 -0.0317 1.9841
H -5.1460 0.1435 -0.6322
N -7.7646 0.9874 0.7547
C -7.1922 2.1790 0.3933
C -7.2769 3.0262 1.4637
C -7.9307 2.3201 2.5115
C -8.2150 1.0658 2.0449
H -7.8330 0.1717 0.1754
H -6.7612 2.3196 -0.5841
H -6.9082 4.0373 1.4950
H -8.1570 2.6895 3.4975
H -8.6900 0.2248 2.5192
N 1.5559 3.5044 -2.2934
C 2.0899 3.6642 -1.0520
C 2.1862 5.0123 -0.8035
C 1.6801 5.6882 -1.9469
C 1.2992 4.7253 -2.8452
H 1.3765 2.6116 -2.7277
H 2.3503 2.8040 -0.4580
H 2.5724 5.4695 0.0935
H 1.6043 6.7529 -2.0917
H 0.8682 4.8077 -3.8281
N 3.3022 3.9913 2.3854
C 4.2536 3.4093 3.1738
C 4.1116 3.9081 4.4419
C 3.0252 4.8252 4.4120
C 2.5463 4.8506 3.1280
H 3.1739 3.8126 1.4052
H 4.9470 2.6931 2.7684
H 4.7150 3.6443 5.2944
H 2.6387 5.3906 5.2429
H 1.7360 5.4015 2.6820
N 2.2140 7.1048 7.4160
C 1.2393 6.6949 8.2768
C 1.8253 6.4813 9.4978
C 3.2124 6.7774 9.3612
C 3.4181 7.1598 8.0636
H 2.0704 7.3300 6.4483
H 0.2194 6.5906 7.9506
H 1.3152 6.1530 10.3903
H 3.9676 6.7145 10.1269
H 4.3124 7.4632 7.5480
N -8.0829 1.0907 -3.0532
C -8.8121 1.8267 -3.9468
C -8.0662 1.9566 -5.0892
C -6.8378 1.2717 -4.8744
C -6.8784 0.7503 -3.6096
H -8.3847 0.8394 -2.1310
H -9.7950 2.1881 -3.6976
H -8.3676 2.4791 -5.9817
H -6.0225 1.1692 -5.5724
H -6.1594 0.1635 -3.0625
N -2.0741 9.5911 9.3336
C -2.8762 10.2602 8.4490
C -2.2018 10.3538 7.2619
C -0.9432 9.7149 7.4387
C -0.8958 9.2522 8.7266
H -2.3137 9.3794 10.2837
H -3.8531 10.6084 8.7368
H -2.5676 10.8264 6.3660
H -0.1631 9.6092 6.7034
H -0.1294 8.7193 9.2604
N 3.3726 3.6613 10.6922
C 4.2529 2.8976 9.9818
C 4.9517 2.1243 10.8717
C 4.4687 2.4345 12.1724
C 3.4934 3.3857 12.0252
H 2.7338 4.3278 10.2932
H 4.3072 2.9685 8.9091
H 5.7191 1.4116 10.6169
H 4.7967 2.0079 13.1057
H 2.8789 3.8863 12.7538
N -7.1725 5.1577 -5.2590
C -6.6348 4.9034 -6.4884
C -6.7199 6.0511 -7.2315
C -7.3331 7.0392 -6.4133
C -7.5983 6.4550 -5.2025
H -7.2472 4.4842 -4.5166
H -6.2389 3.9317 -6.7298
H -6.3802 6.1690 -8.2468
H -7.5528 8.0589 -6.6822
H -8.0516 6.8518 -4.3103
N -4.5201 0.1617 -8.2179
C -4.8752 0.8966 -9.3123
C -6.0579 0.3892 -9.7911
C -6.4305 -0.6934 -8.9451
C -5.4544 -0.8040 -7.9890
H -3.6912 0.2813 -7.6519
H -4.2634 1.7126 -9.6559
H -6.5975 0.7565 -10.6484
H -7.3095 -1.3102 -9.0267
H -5.3367 -1.4823 -7.1597
N 8.4704 -0.1199 10.9279
C 7.9727 -0.9319 11.9095
C 8.2978 -2.2227 11.5900
C 9.0214 -2.1865 10.3663
C 9.1108 -0.8751 9.9843
H 8.3750 0.8785 10.9027
H 7.4316 -0.5241 12.7458
H 8.0442 -3.0962 12.1665
H 9.4266 -3.0270 9.8286
H 9.5718 -0.4180 9.1259
N 4.3725 -10.9133 -7.5807
C 4.9098 -10.5998 -6.3607
C 4.8951 -9.2366 -6.2325
C 4.3227 -8.7072 -7.4217
C 4.0116 -9.7651 -8.2327
H 4.2602 -11.8415 -7.9414
H 5.2530 -11.3698 -5.6909
H 5.2478 -8.6773 -5.3839
H 4.1578 -7.6678 -7.6509
H 3.5641 -9.7989 -9.2110
N 4.1736 -9.2335 -1.0259
C 4.4215 -9.6728 0.2464
C 3.5673 -10.7112 0.5041
C 2.7737 -10.9040 -0.6603
C 3.1727 -9.9768 -1.5856
H 4.6461 -8.4754 -1.4825
H 5.1783 -9.2117 0.8581
H 3.5142 -11.2686 1.4241
H 1.9977 -11.6375 -0.8003
H 2.8328 -9.7818 -2.5883
*
```

Atom charges from the Löwdin analysis, given in e for atoms 1 to 5:
1 C -0.115
2 C -0.321
3 C -0.448
4 C -0.139
5 Al -0.071

2.
This record from OMol25 describes a structure of composition C18H16N6O2S2Ti. The level of theory is the ωB97M-V functional and the def2-TZVPD basis.

Output
* maximum force: 0.61 eV/A
* highest occupied orbital energy (alpha / beta): -5.522 / -7.842 eV
* ⟨S²⟩: 2.009
* Kohn-Sham gap (alpha / beta): 5.55 / 7.87 eV
* energy above the lowest of the compared OMol25 structures with the same formula, charge and spin: 10.2 kcal/mol
* lowest unoccupied orbital energy (alpha / beta): 0.0 / 0.0 eV
* calculated total energy: -2820.38609 a.u.

ORCA input file:
```
! RIJCOSX wB97M-V def2-TZVPD def2/J DEFGRID3
* xyz 0 3
Ti -0.2570 -0.2912 -0.3883
N -1.5983 -1.9901 0.2704
C -2.8908 -1.3725 0.1298
C -3.7487 -1.8080 -0.8698
C -4.9839 -1.2054 -1.0352
C -5.3621 -0.1687 -0.1968
C -4.4937 0.2611 0.7937
C -3.2419 -0.3214 0.9770
C -2.3040 0.1698 2.0272
C -2.8223 0.4153 3.2973
C -2.0048 0.8814 4.3174
C -0.6606 1.0875 4.0554
C -0.1597 0.8353 2.7828
C -0.9392 0.3813 1.7057
H -1.5476 -2.8614 -0.2432
H -1.3987 -2.1427 1.2553
H -3.4352 -2.6070 -1.5312
H -5.6425 -1.5418 -1.8252
H -6.3212 0.3158 -0.3228
H -4.7708 1.0903 1.4330
H -3.8716 0.2258 3.4962
H -2.4117 1.0673 5.3035
H -0.0023 1.4381 4.8422
H 0.9057 1.0001 2.6263
N 0.7165 -4.0050 -0.8028
C 1.4554 -3.0613 -1.4785
N 1.5640 -1.8295 -1.0616
C 2.3529 -1.0946 -1.9304
C 2.8222 -1.7722 -3.0018
S 2.3005 -3.4091 -2.9339
C 2.4888 0.3459 -1.6370
C 3.1797 1.2654 -2.3411
S 2.8860 2.8315 -1.6703
C 1.7977 2.1290 -0.5226
N 1.7138 0.8188 -0.5952
N 1.1054 2.8567 0.3771
H 0.7048 -3.8620 0.1965
H 0.8858 -4.9662 -1.0526
H 3.4098 -1.4065 -3.8256
H 3.8198 1.1245 -3.1939
H 0.9374 3.8268 0.1739
H 0.3314 2.3616 0.8145
O -1.1445 -0.5761 -2.2858
N -1.3733 0.6628 -2.5160
O -0.9602 1.3587 -1.5419
*
```

Atom charges from the natural (NBO) analysis, given in e for atoms 1 to 5:
1 Ti 1.291
2 N -0.860
3 C 0.140
4 C -0.225
5 C -0.201

3.
This record from OMol25 describes a structure of composition C33H40AlIN2O2PSb in a non-equilibrium geometry. The level of theory is the ωB97M-V functional and the def2-TZVPD basis.

Output
* maximum force: 1.16 eV/A
* highest occupied orbital energy: -13.687 eV
* Kohn-Sham gap: 7.45 eV
* energy above the lowest of the compared OMol25 structures with the same formula, charge and spin: 8.2 kcal/mol
* lowest unoccupied orbital energy: -6.2 eV
* calculated total energy: -2662.78862 a.u.

ORCA input file:
```
! RIJCOSX wB97M-V def2-TZVPD def2/J DEFGRID3
* xyz 2 1
Al 0.4090 -0.1384 0.0772
C -1.6424 0.2262 -3.8754
C -1.9833 1.2396 -2.8289
N -2.7554 2.2625 -3.1481
C -3.1306 3.1564 -2.2285
C -2.7841 3.0731 -0.8956
C -3.3048 4.0803 0.1105
O -3.9943 5.1518 -0.4693
C -1.9104 2.0234 -0.5276
C -1.5622 1.8207 0.8475
N -0.7010 0.9679 1.3140
C -0.6228 0.7785 2.7201
C -0.4433 1.8154 3.6266
C -0.3530 1.5371 4.9823
C -0.4501 0.2315 5.4432
C -0.6442 -0.8149 4.5503
C -0.7183 -0.5220 3.2042
I -1.0712 -2.0302 1.7522
C -1.4869 1.1203 -1.5228
O -0.6291 0.1499 -1.2178
H -2.0239 0.5582 -4.8362
H -2.1002 -0.7348 -3.6289
H -0.5649 0.0690 -3.9343
H -3.7379 3.9783 -2.5826
H -2.4601 4.5226 0.6462
H -3.9237 3.5629 0.8551
H -4.9179 4.9276 -0.6195
H -2.1201 2.4012 1.5811
H -0.3622 2.8325 3.2604
H -0.2023 2.3462 5.6842
H -0.3803 0.0221 6.5018
H -0.7561 -1.8298 4.9072
C 0.5778 -4.9300 -0.0058
C 1.7423 -4.3085 -0.7671
Sb 2.1635 -2.2566 -0.2195
C 2.6468 -2.5616 1.8579
C 2.9926 -1.2526 2.5684
C 4.1449 -1.9476 -1.0318
C 5.0384 -3.1762 -0.9114
H 0.5236 -5.9928 -0.2422
H -0.3776 -4.4852 -0.2888
H 0.7022 -4.8428 1.0739
H 1.5778 -4.3435 -1.8426
H 2.6738 -4.8269 -0.5415
H 3.4804 -3.2625 1.9098
H 1.7914 -3.0399 2.3315
H 3.9600 -0.8730 2.2369
H 3.0472 -1.3953 3.6477
H 2.2382 -0.4763 2.3832
H 4.5688 -1.1148 -0.4707
H 4.0337 -1.6362 -2.0704
H 5.1782 -3.4762 0.1277
H 6.0217 -2.9399 -1.3191
H 4.6530 -4.0264 -1.4724
C 3.9453 1.4706 0.0796
P 2.1331 1.6985 -0.0190
C 1.8348 3.0608 1.1447
C 0.8880 4.0500 0.8704
C 0.6978 5.0942 1.7632
C 1.4448 5.1606 2.9333
C 2.3787 4.1743 3.2129
C 2.5707 3.1237 2.3271
C 1.9465 2.3466 -1.7059
C 1.7722 1.4059 -2.7234
C 1.7160 1.8063 -4.0470
C 1.8279 3.1534 -4.3625
C 2.0242 4.0907 -3.3588
C 2.0924 3.6933 -2.0319
H 4.3992 2.4605 0.0418
H 4.2752 0.8992 -0.7863
H 4.2532 0.9651 0.9936
H 0.3319 4.0244 -0.0583
H -0.0163 5.8749 1.5327
H 1.3077 5.9902 3.6140
H 2.9740 4.2302 4.1149
H 3.2998 2.3601 2.5702
H 1.6904 0.3537 -2.4686
H 1.5875 1.0747 -4.8340
H 1.7737 3.4720 -5.3948
H 2.1344 5.1371 -3.6101
H 2.2674 4.4313 -1.2602
*
```

Atom charges from the Löwdin analysis, given in e for atoms 1 to 5:
1 Al -0.059
2 C 0.003
3 C -0.242
4 N 0.160
5 C -0.052

maximum force of number 3 (C33H40AlIN2O2PSb)?
1.16 eV/A

The highest calculated total energy belongs to which entry?
C33H40AlIN2O2PSb

Look up the maximum force of the third one.
1.16 eV/A